Entry 1:
{
  "formula": "C4H17MgNO3P",
  "method": "the ωB97M-V functional and the def2-TZVPD basis",
  "species": ["C", "Mg", "N", "H", "H", "H", "H", "H", "H", "H", "H", "C", "O", "P", "O", "C", "O", "C", "H", "H", "H", "H", "H", "H", "H", "H", "H"],
  "positions_angstrom": [[-2.395823, 3.293949, -0.782165], [0.692784, 0.344215, -2.390479], [1.935546, -1.350238, -2.454944], [0.262762, 1.980731, -2.701589], [2.915396, -1.121086, -2.220068], [-3.395183, 2.964401, -1.056725], [-2.161605, 4.251830, -1.243696], [-1.702577, 2.529679, -1.157675], [-2.306872, 3.383998, 0.300267], [1.654239, -2.118107, -1.831026], [1.928254, -1.713262, -3.410986], [-1.086839, 0.741152, 2.403524], [-0.955543, -0.288205, 1.395530], [-0.007196, -0.340482, 0.066451], [1.466116, -0.895741, 0.574292], [2.368617, -0.160862, 1.413149], [-0.444380, -1.766518, -0.650938], [-0.744483, -2.964829, 0.075027], [-2.065417, 1.240526, 2.298908], [-0.300130, 1.512102, 2.348421], [-1.070264, 0.274227, 3.395477], [2.563557, 0.855670, 1.045816], [2.020803, -0.116977, 2.452004], [3.314761, -0.714070, 1.397661], [-0.032294, -3.752981, -0.222756], [-0.693628, -2.812065, 1.167355], [-1.760608, -3.257069, -0.210846]],
  "forces_ev_per_angstrom": [[0.240, -0.421, -0.150], [-0.430, 0.229, -0.006], [0.477, -0.070, 0.407], [0.117, 0.188, -0.119], [-0.174, -0.149, -0.254], [-0.173, 0.181, 0.066], [-0.045, -0.052, -0.044], [0.014, 0.328, 0.172], [-0.029, -0.053, -0.032], [-0.045, 0.241, -0.143], [0.123, -0.014, -0.156], [-0.119, -0.017, -0.521], [-0.511, -0.399, 0.627], [0.853, 1.676, -0.671], [0.287, -0.392, 0.656], [-0.013, -0.289, -0.244], [-0.394, 0.090, 1.211], [0.058, -0.377, 0.243], [0.368, -0.234, -0.173], [-0.090, -0.356, -0.230], [0.159, -0.112, -0.265], [-0.291, -0.145, -0.023], [-0.130, 0.028, -0.161], [-0.159, 0.056, -0.020], [-0.261, 0.232, 0.149], [0.001, -0.050, -0.482], [0.169, -0.117, 0.160]],
  "orbital_gap_ev": [3.12, 3.33],
  "total_charge": -1,
  "relative_energy_kj_mol": 0.00,
  "multiplicity": 1,
  "total_energy_ev": -26787.8811,
  "max_force_ha_per_bohr": 0.0388
}

Entry 2:
{
  "formula": "C2H6N3S",
  "method": "the ωB97M-V functional and the def2-TZVPD basis",
  "species": ["C", "C", "N", "N", "N", "S", "H", "H", "H", "H", "H", "H"],
  "positions_angstrom": [[1.037865, 0.845831, -1.601616], [0.685759, -0.922576, -0.034945], [1.403268, -0.060747, -0.833022], [-0.683850, -0.707183, 0.224279], [-1.253411, 0.145651, 1.242707], [-0.507607, 0.910835, -2.217613], [1.775069, 1.585742, -1.823262], [0.623458, -1.927533, -0.558967], [1.255102, -0.966334, 0.975642], [-1.233863, 1.164831, 1.062827], [-0.882368, 0.046925, 2.198648], [-2.219423, -0.115440, 1.365321]],
  "forces_ev_per_angstrom": [[0.167, 0.456, 0.037], [1.003, -1.824, 2.173], [2.288, 0.404, 1.071], [-3.049, -0.232, -1.295], [1.231, 0.770, 0.941], [-1.924, 0.361, -0.368], [0.477, 0.451, -0.953], [0.348, 0.774, 0.886], [-0.708, -0.385, -1.392], [0.198, -0.260, -0.471], [0.686, -0.215, -0.096], [-0.716, -0.299, -0.533]],
  "orbital_gap_ev": [6.73, 6.81],
  "total_charge": 1,
  "relative_energy_kj_mol": 568.93,
  "multiplicity": 1,
  "total_energy_ev": -17464.2415,
  "max_force_ha_per_bohr": 0.0646
}